Record 1
{
  "formula": "C5H8O2",
  "method": "ωB97M-V/def2-TZVPD",
  "elements": ["C", "C", "O", "C", "O", "C", "C", "H", "H", "H", "H", "H", "H", "H", "H"],
  "positions_angstrom": [[-1.305, 0.674, -0.382], [0.191, 0.281, -0.289], [0.944, 0.638, -1.405], [0.908, 0.652, 0.996], [2.217, 0.110, 0.979], [-0.658, -0.877, -0.345], [-1.442, -1.928, -0.495], [-1.520, 1.155, -1.335], [-1.715, 1.144, 0.512], [-1.981, -0.588, -0.560], [1.862, 0.438, -1.160], [0.336, 0.335, 1.876], [1.033, 1.739, 1.025], [2.148, -0.840, 1.147], [-1.018, -2.932, -0.563]],
  "homo_ev": -8.07,
  "lumo_ev": 0.58,
  "orbital_gap_ev": 8.65,
  "e_above_lowest_kj_mol": 639.6,
  "multiplicity": 1,
  "total_charge": 0
}

***

Record 2
{
  "formula": "CH3Br3SSi",
  "method": "ωB97M-V/def2-TZVPD",
  "elements": ["C", "Si", "S", "Br", "Br", "Br", "H", "H", "H"],
  "positions_angstrom": [[-0.459, -0.567, 0.310], [-0.964, -2.398, 0.668], [1.155, -0.191, 1.023], [-2.565, -3.039, -0.782], [-2.034, -2.310, 2.648], [0.691, -3.842, 0.949], [-0.630, -0.258, -0.766], [-1.257, -0.127, 0.958], [0.928, -1.037, 2.030]],
  "homo_ev": -9.40,
  "lumo_ev": 0.10,
  "orbital_gap_ev": 9.50,
  "e_above_lowest_kj_mol": 0.0,
  "multiplicity": 1,
  "total_charge": 0,
  "smiles": "SC[Si](Br)(Br)Br"
}

***

Record 3
{
  "formula": "C2H7S2",
  "method": "ωB97M-V/def2-TZVPD",
  "elements": ["S", "H", "C", "C", "S", "H", "H", "H", "H", "H", "H"],
  "positions_angstrom": [[3.044, -0.154, -0.095], [2.570, -0.411, 1.129], [-0.945, 0.641, 0.583], [-0.872, -0.054, -0.774], [-0.019, -1.676, -0.628], [-1.518, 0.073, 1.317], [0.050, 0.781, 1.008], [-1.441, 1.613, 0.510], [-0.261, 0.539, -1.456], [-1.865, -0.220, -1.192], [1.257, -1.132, -0.402]],
  "homo_ev": -3.02,
  "lumo_ev": 3.70,
  "orbital_gap_ev": 6.72,
  "e_above_lowest_kj_mol": 3.2,
  "multiplicity": 1,
  "total_charge": -1
}

***

Record 4
{
  "formula": "C5H8N2",
  "method": "ωB97M-V/def2-TZVPD",
  "elements": ["C", "C", "C", "N", "C", "N", "C", "H", "H", "H", "H", "H", "H", "H", "H"],
  "positions_angstrom": [[-2.388, -0.258, -0.101], [-0.927, 0.078, 0.029], [-0.355, 1.321, -0.092], [1.014, 1.173, -0.020], [1.323, -0.149, 0.144], [2.682, -0.529, 0.246], [0.144, -0.856, 0.187], [-2.569, -1.317, 0.110], [-3.012, 0.333, 0.579], [-2.738, -0.072, -1.123], [-0.800, 2.296, -0.248], [1.693, 1.917, 0.019], [2.754, -1.462, 0.633], [3.128, -0.543, -0.669], [0.050, -1.931, 0.307]],
  "homo_ev": -7.55,
  "lumo_ev": 1.04,
  "orbital_gap_ev": 8.59,
  "e_above_lowest_kj_mol": 12.8,
  "multiplicity": 1,
  "total_charge": 0,
  "smiles": "Cc1c[nH]c(N)c1"
}

***

Record 5
{
  "formula": "C36H36O12",
  "method": "ωB97M-V/def2-TZVPD",
  "elements": ["C", "C", "C", "O", "H", "H", "H", "H", "H", "H", "H", "H", "C", "C", "C", "O", "H", "H", "H", "H", "H", "H", "H", "H", "C", "C", "C", "O", "C", "C", "C", "O", "H", "H", "H", "H", "C", "C", "C", "O", "C", "C", "C", "O", "H", "H", "H", "H", "C", "C", "C", "O", "C", "C", "C", "O", "H", "H", "H", "H", "C", "C", "C", "O", "C", "C", "C", "O", "H", "H", "H", "H", "C", "C", "C", "O", "C", "C", "C", "O", "H", "H", "H", "H"],
  "positions_angstrom": [[-2.089, -0.060, -0.165], [-0.684, 0.093, -0.341], [0.165, 0.421, 0.746], [-0.205, -1.041, -1.152], [-2.654, -0.091, -1.153], [-2.578, 0.716, 0.308], [-2.048, -0.895, 0.516], [-0.691, 0.918, -0.922], [1.320, 0.512, 0.482], [-0.084, -0.017, 1.786], [0.019, 1.367, 0.976], [-0.044, -0.846, -2.142], [3.512, -3.136, 3.700], [2.606, -3.268, 2.487], [2.267, -1.997, 1.855], [3.304, -4.206, 1.761], [3.211, -2.813, 4.629], [4.366, -2.398, 3.580], [4.037, -4.097, 3.803], [1.577, -3.816, 2.844], [1.507, -2.236, 1.181], [3.236, -1.625, 1.247], [2.005, -1.263, 2.535], [3.075, -4.153, 0.930], [3.167, 1.530, -1.913], [4.531, 1.853, -1.569], [5.584, 1.946, -2.785], [6.677, 2.293, -2.568], [5.054, 1.641, -4.083], [3.560, 1.336, -4.235], [2.659, 1.055, -3.180], [1.578, 0.555, -3.466], [2.430, 1.502, -0.952], [4.753, 1.841, -0.504], [5.465, 1.846, -5.082], [3.247, 0.961, -5.294], [4.306, -4.229, -2.140], [5.017, -3.319, -3.037], [4.056, -2.263, -3.807], [4.501, -1.532, -4.634], [2.648, -2.274, -3.543], [2.071, -3.168, -2.514], [2.872, -4.217, -1.794], [2.385, -5.084, -1.205], [4.834, -5.195, -1.593], [6.052, -3.398, -3.192], [1.944, -1.771, -4.236], [0.947, -2.908, -2.025], [-3.172, -0.525, -4.096], [-4.644, -0.738, -3.964], [-5.090, -2.234, -3.864], [-6.233, -2.590, -3.612], [-4.020, -3.212, -4.076], [-2.691, -2.895, -4.076], [-2.118, -1.595, -4.072], [-0.944, -1.303, -4.057], [-2.593, 0.375, -4.082], [-5.476, -0.155, -3.992], [-4.344, -4.276, -3.719], [-1.874, -3.891, -4.101], [-4.803, 4.044, 1.522], [-5.712, 5.238, 1.039], [-4.965, 6.289, 0.295], [-5.528, 7.230, -0.096], [-3.431, 6.204, 0.240], [-2.657, 5.267, 0.773], [-3.321, 4.023, 1.424], [-2.633, 3.101, 1.783], [-5.407, 3.207, 2.103], [-6.768, 5.352, 1.065], [-2.741, 6.941, -0.218], [-1.569, 5.316, 0.631], [-1.626, 1.131, 5.095], [-2.997, 1.687, 5.431], [-3.219, 1.990, 6.933], [-4.235, 2.486, 7.328], [-2.171, 1.558, 7.809], [-0.936, 0.922, 7.417], [-0.592, 0.727, 5.970], [0.429, 0.221, 5.494], [-1.517, 0.976, 3.915], [-3.685, 1.781, 4.789], [-2.196, 1.697, 8.861], [-0.001, 0.594, 7.954]],
  "homo_ev": -9.65,
  "lumo_ev": -2.24,
  "orbital_gap_ev": 7.41,
  "e_above_lowest_kj_mol": 1744.7,
  "multiplicity": 1,
  "total_charge": 0,
  "smiles": "O=C1C=CC(=O)C=C1.O=C1C=CC(=O)C=C1.O=C1C=CC(=O)C=C1.O=C1C=CC(=O)C=C1.O=C1C=CC(=O)C=C1.CC(C)O.CC(C)O"
}

***

Record 6
{
  "formula": "C23H15Cl2N6O2Rh",
  "method": "ωB97M-V/def2-TZVPD",
  "elements": ["Rh", "N", "C", "N", "C", "N", "N", "C", "C", "C", "C", "C", "C", "N", "C", "C", "C", "C", "C", "C", "H", "H", "H", "H", "H", "H", "H", "H", "H", "H", "H", "Cl", "C", "C", "C", "Cl", "C", "C", "C", "C", "N", "C", "C", "O", "H", "H", "H", "H", "O"],
  "positions_angstrom": [[-0.645, 0.336, -0.030], [-0.360, -2.875, 2.730], [-0.428, -2.178, 1.585], [-0.727, -0.929, 1.537], [-1.041, -0.193, 2.699], [-1.317, 1.049, 2.653], [-1.432, 1.579, 1.383], [-0.542, 2.509, 1.120], [-0.549, 3.043, -0.262], [-0.429, 4.380, -0.596], [-0.553, 4.728, -1.933], [-0.794, 3.745, -2.882], [-0.881, 2.423, -2.474], [-0.740, 2.104, -1.195], [-1.016, -0.929, 3.969], [-1.338, -0.330, 5.186], [-1.317, -1.062, 6.355], [-0.974, -2.413, 6.326], [-0.654, -3.027, 5.132], [-0.680, -2.281, 3.958], [-0.204, -3.868, 2.685], [-0.205, -2.688, 0.655], [0.107, 2.954, 1.861], [-0.267, 5.121, 0.174], [-0.476, 5.765, -2.232], [-0.906, 3.990, -3.929], [-1.042, 1.603, -3.162], [-1.604, 0.718, 5.178], [-1.568, -0.589, 7.294], [-0.958, -2.989, 7.242], [-0.385, -4.076, 5.098], [-2.225, -3.037, -3.606], [-0.687, -2.228, -3.654], [0.160, -2.475, -4.739], [1.385, -1.871, -4.820], [2.421, -2.192, -6.184], [1.808, -0.993, -3.799], [3.055, -0.327, -3.770], [3.370, 0.487, -2.717], [2.439, 0.650, -1.674], [1.273, 0.064, -1.696], [0.932, -0.751, -2.712], [-0.359, -1.366, -2.602], [-1.148, -1.160, -1.603], [-0.167, -3.152, -5.516], [3.749, -0.484, -4.584], [4.324, 0.995, -2.670], [2.641, 1.255, -0.796], [0.956, 0.967, 1.018]],
  "homo_ev": -6.93,
  "lumo_ev": -0.28,
  "orbital_gap_ev": 6.65,
  "e_above_lowest_kj_mol": 0.0,
  "multiplicity": 1,
  "total_charge": 0
}

***

Record 7
{
  "formula": "C33H37I2N3NdO3S",
  "method": "ωB97M-V/def2-TZVPD",
  "elements": ["Nd", "C", "C", "C", "C", "C", "C", "C", "C", "C", "C", "C", "C", "H", "H", "H", "H", "H", "H", "H", "H", "H", "H", "H", "H", "H", "H", "H", "H", "H", "H", "O", "N", "O", "C", "C", "C", "C", "C", "C", "N", "C", "C", "N", "C", "C", "C", "C", "H", "H", "H", "H", "H", "H", "H", "I", "C", "I", "H", "H", "C", "C", "C", "C", "C", "C", "C", "S", "C", "O", "H", "H", "H", "H", "H", "H", "H", "H", "H", "H"],
  "positions_angstrom": [[0.709, -1.169, -0.553], [4.271, -0.044, -1.954], [3.721, -0.540, -0.640], [3.538, -1.918, -0.422], [4.125, -2.875, -1.428], [2.965, -2.356, 0.828], [3.116, -3.795, 1.327], [2.493, -1.404, 1.757], [1.801, -1.867, 3.005], [2.863, -0.029, 1.590], [2.720, 0.898, 2.765], [3.543, 0.362, 0.430], [4.171, 1.727, 0.398], [5.351, -0.071, -2.040], [3.961, 1.014, -2.096], [3.835, -0.551, -2.818], [5.173, -2.632, -1.634], [3.632, -2.809, -2.426], [4.056, -3.918, -1.108], [3.803, -3.767, 2.169], [3.525, -4.453, 0.546], [2.170, -4.221, 1.657], [2.533, -2.092, 3.793], [1.163, -2.738, 2.820], [1.145, -1.076, 3.423], [3.421, 0.675, 3.594], [1.706, 0.860, 3.177], [2.880, 1.915, 2.440], [4.879, 1.842, -0.414], [4.668, 1.898, 1.344], [3.443, 2.513, 0.262], [-5.832, -1.926, 3.232], [-5.497, -0.691, 3.085], [-6.219, 0.276, 3.561], [-4.324, -0.380, 2.430], [-3.849, 0.921, 2.600], [-2.554, 1.249, 2.233], [-1.923, 2.493, 2.611], [-0.644, 2.768, 2.182], [-0.015, 1.849, 1.342], [-0.485, 0.651, 1.014], [-1.728, 0.334, 1.493], [-2.263, -0.953, 1.211], [-1.489, -1.836, 0.501], [-2.032, -3.019, 0.180], [-3.334, -3.415, 0.476], [-4.132, -2.602, 1.242], [-3.593, -1.348, 1.683], [-4.496, 1.633, 3.130], [-2.521, 3.192, 3.221], [-0.130, 3.711, 2.427], [0.989, 2.100, 0.969], [-1.393, -3.742, -0.342], [-3.696, -4.387, 0.139], [-5.134, -2.891, 1.512], [-0.913, -1.879, -3.649], [-0.344, -4.008, -3.482], [0.880, -4.571, -1.605], [0.305, -4.251, -4.321], [-1.271, -4.593, -3.372], [-4.646, 3.630, -0.967], [-3.328, 3.353, -1.581], [-3.103, 2.159, -2.275], [-1.805, 1.805, -2.629], [-0.757, 2.626, -2.274], [-0.974, 3.886, -1.750], [-2.261, 4.240, -1.358], [0.964, 2.092, -2.399], [1.095, 2.079, -4.220], [0.876, 0.556, -1.950], [-5.432, 3.431, -1.703], [-4.722, 4.698, -0.700], [-4.889, 3.062, -0.052], [-3.951, 1.486, -2.510], [-1.627, 0.850, -3.110], [-0.094, 4.554, -1.576], [-2.402, 5.143, -0.785], [0.751, 1.118, -4.577], [2.113, 2.317, -4.466], [0.449, 2.851, -4.608]],
  "homo_ev": [-16.89, -16.89],
  "lumo_ev": [-9.21, -9.18],
  "orbital_gap_ev": [7.67, 7.71],
  "multiplicity": 4,
  "total_charge": 3,
  "s_squared": 3.75
}

***

Record 8
{
  "formula": "C16H47N4O5",
  "method": "ωB97M-V/def2-TZVPD",
  "elements": ["O", "H", "H", "H", "C", "C", "C", "O", "C", "N", "H", "H", "H", "H", "H", "H", "H", "H", "H", "H", "H", "C", "C", "C", "O", "C", "N", "H", "H", "H", "H", "H", "H", "H", "H", "H", "H", "H", "C", "C", "C", "O", "C", "N", "H", "H", "H", "H", "H", "H", "H", "H", "H", "H", "H", "C", "C", "C", "O", "C", "N", "H", "H", "H", "H", "H", "H", "H", "H", "H", "H", "H"],
  "positions_angstrom": [[-0.042, -0.113, 0.054], [-0.626, -0.884, -0.094], [0.870, -0.239, -0.422], [0.008, -0.075, 1.112], [3.470, 1.160, -0.748], [3.473, -0.292, -1.074], [3.474, -1.116, 0.135], [2.454, -0.840, 1.074], [2.548, -1.547, 2.343], [2.180, -0.662, -1.692], [4.605, 1.388, -0.520], [3.114, 1.485, 0.115], [3.247, 1.925, -1.550], [4.224, -0.477, -1.741], [4.436, -0.862, 0.717], [3.366, -2.342, -0.317], [3.494, -1.140, 2.796], [2.532, -2.810, 2.017], [1.748, -1.526, 3.121], [2.418, -1.471, -2.336], [2.165, -0.244, -2.661], [-1.443, -1.751, 3.104], [-1.668, -0.130, 3.080], [-2.037, 0.364, 4.404], [-3.305, -0.190, 4.773], [-3.975, 0.605, 5.715], [-0.413, 0.495, 2.664], [-0.975, -1.858, 2.194], [-2.369, -2.343, 3.372], [-0.635, -1.828, 3.888], [-2.429, -0.231, 2.231], [-2.064, 1.419, 4.156], [-1.461, 0.171, 5.255], [-3.403, 0.635, 6.611], [-4.932, 0.076, 6.138], [-4.143, 1.635, 5.199], [0.486, 0.300, 3.311], [-0.615, 1.659, 2.505], [-0.940, 2.519, -1.764], [0.564, 2.885, -2.111], [0.587, 3.710, -3.391], [0.394, 2.905, -4.582], [0.740, 3.483, -5.856], [0.851, 3.706, -1.074], [-1.032, 2.046, -0.789], [-1.225, 1.714, -2.573], [-1.679, 3.451, -1.745], [1.034, 1.894, -2.099], [1.527, 4.176, -3.358], [-0.179, 4.630, -3.246], [-0.001, 4.316, -5.960], [0.522, 2.613, -6.529], [1.579, 4.142, -5.970], [0.275, 4.571, -0.877], [1.789, 4.052, -1.325], [-1.623, -1.835, -2.686], [-2.296, -2.330, -1.335], [-1.527, -3.337, -0.604], [-0.331, -2.819, -0.299], [0.645, -3.662, 0.303], [-2.636, -1.189, -0.482], [-0.702, -1.548, -2.588], [-2.218, -1.258, -3.157], [-1.397, -2.646, -3.404], [-3.305, -3.061, -1.482], [-1.490, -3.921, -1.324], [-2.075, -3.807, 0.458], [1.704, -3.248, 0.387], [0.763, -4.641, -0.120], [0.516, -3.895, 1.256], [-3.312, -1.485, 0.326], [-3.295, -0.483, -0.926]],
  "homo_ev": -11.60,
  "lumo_ev": -1.91,
  "orbital_gap_ev": 9.69,
  "e_above_lowest_kj_mol": 1093.1,
  "multiplicity": 1,
  "total_charge": 1
}